(1)
The following is a quantum chemistry calculation of 9 unconnected molecules or ions with the total composition C28H81F6N8O7P, from the Open Molecules 2025 dataset.

Element x y z (Å)
H 15.44 7.77 10.54
H 16.34 9.19 14.87
H 10.79 8.67 7.19
H 11.90 13.65 16.24
H 10.45 10.18 16.99
C 15.80 9.55 11.61
N 13.58 8.94 10.82
F 11.14 11.27 14.43
H 14.53 12.96 18.62
C 11.88 12.79 19.62
H 16.15 13.37 14.56
H 11.39 8.48 15.99
H 15.82 15.73 7.99
H 10.44 8.17 12.78
H 10.44 12.31 21.56
N 15.92 16.61 11.72
C 14.98 8.76 10.58
H 12.27 7.98 7.43
H 12.75 7.12 18.85
H 9.02 10.21 17.80
H 8.06 16.05 12.79
H 14.56 8.68 16.20
N 11.87 9.22 16.47
O 16.52 15.36 14.13
H 13.88 14.53 18.14
N 13.01 11.79 10.16
H 5.86 11.51 14.42
H 11.43 9.16 12.14
H 9.67 15.54 13.44
H 8.53 13.77 16.17
H 16.76 16.28 12.17
C 13.42 13.09 9.72
C 13.83 13.46 17.95
H 17.57 13.93 15.07
H 15.07 13.28 11.17
N 9.76 10.78 17.43
H 15.70 17.66 13.53
C 8.67 13.74 15.09
H 13.68 9.16 11.80
C 12.85 8.68 17.42
H 12.02 11.97 10.26
H 13.46 9.88 10.48
H 11.28 8.02 18.87
C 12.05 7.63 18.20
H 14.89 8.85 8.30
H 13.06 17.39 13.46
H 10.69 10.14 9.80
H 12.26 9.80 15.75
H 12.00 9.75 7.89
H 6.17 12.54 15.76
H 10.18 11.24 18.23
C 16.05 6.79 17.31
H 16.45 6.22 18.14
N 8.53 11.25 14.93
H 14.74 14.54 7.56
H 9.01 7.88 10.96
H 13.77 7.15 16.28
P 12.50 11.70 13.78
H 15.71 6.03 16.61
F 12.33 13.23 14.42
O 10.79 11.88 19.55
H 16.18 14.44 16.07
C 15.62 14.68 8.20
C 13.66 17.21 12.57
F 11.67 12.11 12.51
N 10.86 8.36 11.88
C 16.53 14.26 15.05
H 13.62 18.10 11.94
H 11.55 13.73 20.06
C 8.64 15.25 13.27
H 10.87 10.66 21.18
H 15.55 10.61 11.69
C 10.30 11.52 20.82
C 15.13 16.93 12.96
H 8.66 14.43 12.56
H 12.58 12.29 20.29
H 15.47 12.48 9.63
H 12.36 11.84 17.76
O 11.16 8.30 9.19
C 11.62 8.73 7.89
H 9.75 13.79 14.90
O 8.12 14.94 14.57
H 13.08 16.47 12.03
H 16.41 14.02 7.84
F 13.42 11.27 15.08
H 8.09 10.28 11.27
H 14.96 14.76 13.14
H 5.89 13.26 14.25
O 14.88 7.52 17.84
H 13.04 9.54 18.06
C 16.56 9.44 13.84
H 9.48 11.16 14.59
H 8.37 9.44 12.68
C 7.95 12.47 14.47
H 14.53 15.72 14.65
C 14.93 13.31 10.09
H 15.28 10.38 9.08
H 16.43 9.23 9.07
C 12.37 12.87 18.10
O 15.37 14.59 9.63
H 12.59 14.28 11.38
H 16.77 7.47 16.86
H 11.64 6.85 17.56
H 9.47 11.31 16.62
H 11.44 14.58 17.47
C 6.40 12.41 14.70
H 11.45 13.90 10.09
H 15.65 15.79 11.20
C 8.93 9.86 11.83
C 15.17 15.62 13.77
H 9.59 10.66 12.16
O 15.52 9.01 12.92
H 12.66 15.09 9.77
H 17.55 9.12 13.52
H 13.36 11.72 11.11
H 14.17 13.19 16.95
N 11.51 13.62 17.17
H 9.22 11.37 20.87
C 9.67 8.74 11.04
F 12.59 10.16 13.13
H 7.92 10.58 14.49
C 14.07 8.00 16.89
C 12.48 14.16 10.31
H 8.08 12.50 13.39
H 16.79 10.50 13.91
H 13.28 13.17 8.64
F 13.79 12.06 12.96
H 9.25 9.22 9.11
C 10.18 9.18 9.68
H 16.84 9.44 11.31
C 15.34 9.30 9.19

Summary:
E   -3020.66149 hartree
Molar mass   787.0 g mol⁻¹
LUMO level   0.001 hartree
Maximum force   0.0783 hartree/bohr
Kohn-Sham gap   7.87 eV
HOMO level   -7.83 eV

(2)
The following is a quantum chemistry calculation of a molecular structure, C31H36BaN6O6Si2, from the Open Molecules 2025 dataset.

Element x y z (Å)
C -3.57 -0.93 1.71
N -2.77 -1.61 0.77
H 4.29 -3.61 0.46
C 4.80 -1.82 -2.04
C -4.92 -1.24 1.90
H 3.05 -0.71 -4.45
H -5.32 -2.10 1.37
C 3.74 -0.72 1.77
H 4.11 -1.12 2.72
H 3.50 3.51 1.53
N -1.36 -2.74 -1.31
H 4.48 1.16 -2.54
C -1.40 2.91 -2.38
N -1.51 2.62 -1.05
O -0.96 0.68 -2.96
Si 2.51 -1.92 0.98
H 2.06 2.23 -0.02
H 1.33 -2.19 -1.08
H 2.20 -2.15 -3.88
C -2.97 -2.90 0.58
O -1.05 2.21 -4.60
N -1.83 4.76 -1.33
H -3.46 1.74 3.82
C -3.88 0.91 3.26
H -1.23 3.49 -4.76
O -3.70 -3.71 1.19
Ba -0.73 -0.10 -0.33
H 2.84 1.60 -2.05
C -5.22 0.58 3.42
H -2.77 4.61 1.25
H 1.43 -0.56 -3.75
H -0.42 -4.96 -3.65
C 1.05 -2.10 2.18
C 3.68 0.93 -1.83
H 0.29 -2.77 1.77
H -0.08 -2.61 -2.92
C -1.95 3.92 1.03
C -1.79 -5.38 -2.03
H -1.96 -6.41 -2.30
O -1.84 6.32 -3.63
H 4.61 -0.56 1.12
C -2.43 -4.83 -0.93
C -2.20 -3.50 -0.60
C -1.62 5.13 -3.77
O -1.39 4.54 -4.91
C -1.77 3.75 -0.43
H -5.84 1.17 4.09
H -2.02 5.74 -1.17
C -0.94 -4.58 -2.78
C 1.10 2.42 3.64
H 2.87 3.59 3.96
H 0.56 -1.15 2.39
C -1.01 1.15 3.15
H 4.63 -2.89 -2.18
C -5.74 -0.50 2.73
Si 3.14 -0.89 -1.95
H -1.04 4.31 1.50
C 2.61 3.03 1.90
H 5.43 -1.46 -2.85
C -3.04 0.18 2.42
C -0.75 -3.27 -2.37
C 1.98 -1.41 -0.67
N 0.68 1.70 1.41
H 1.37 -2.51 3.14
N -1.71 0.59 2.17
H 4.05 1.16 -0.82
C -1.11 1.83 -3.39
H 2.72 -4.39 0.66
H 0.75 2.41 4.67
C -1.60 4.24 -2.58
H 3.28 0.25 1.97
H -6.79 -0.78 2.85
C 3.38 -3.62 1.06
C 2.38 -1.09 -3.67
O -1.28 1.29 4.36
C 0.32 1.76 2.70
H -3.11 -5.39 -0.30
H 5.36 -1.70 -1.10
C 2.25 3.06 3.24
C 1.80 2.32 1.03
H -2.17 2.95 1.47
H 3.65 -3.90 2.09

Summary:
Charge   -2
E   -2587.74952 hartree
Molar mass   782.2 g mol⁻¹
LUMO level   0.151 hartree
Maximum force   0.0202 hartree/bohr
Kohn-Sham gap   6.17 eV
HOMO level   -2.07 eV

(3)
The following is a quantum chemistry calculation of C5H6N2 in the gas phase, from the Open Molecules 2025 dataset.

Element x y z (Å)
H -0.17 -2.37 0.69
H 1.17 0.98 0.52
N -0.30 2.10 -0.14
H 0.40 2.78 -0.03
H 1.74 -0.59 -1.12
N -3.13 -0.37 -0.19
C 0.17 0.85 0.29
C -0.54 -0.33 0.24
H -1.33 2.23 -0.09
C 0.31 -1.53 0.27
C 1.48 -1.27 -0.35
H 2.19 -2.04 -0.15
C -1.99 -0.42 0.05

Summary:
E   -303.54919 hartree
Molar mass   94.1 g mol⁻¹
LUMO level   0.022 hartree
Maximum force   0.0854 hartree/bohr
Kohn-Sham gap   8.96 eV
HOMO level   -8.35 eV

(4)
The following is a quantum chemistry calculation of a molecular structure, C35H37ClF6GeN3O2PRuS, from the Open Molecules 2025 dataset.

Element x y z (Å)
H 4.23 4.47 3.98
C -1.89 1.34 5.10
C 2.19 -1.78 3.12
C -1.73 0.78 1.15
H -1.54 2.33 4.87
C 1.52 1.72 3.64
Ge 0.23 0.34 3.34
H -0.09 -4.09 1.04
F -1.10 -3.50 -3.16
N -1.35 -1.12 -4.99
C 4.23 -0.82 -0.37
H -3.42 2.08 6.41
F 1.05 -2.84 -2.90
H -2.50 -0.48 -7.45
C 0.92 -1.34 2.75
C -1.28 0.21 4.54
C 0.21 0.43 -6.19
C 0.54 -3.45 1.63
H -2.39 2.18 2.63
Ru -0.07 -0.32 -0.98
N 0.49 2.02 -1.01
H -0.16 -1.66 -6.58
F -0.46 -2.51 -1.17
C 1.41 2.70 4.62
H 1.16 0.45 -6.71
F 0.57 -5.10 -3.01
C 1.81 -3.88 2.02
C -1.77 -1.06 4.87
C 1.81 2.20 -0.82
C -2.47 -1.76 -5.70
C 2.63 -3.04 2.76
C -1.46 -0.69 -3.74
H -3.56 0.06 -6.15
H 0.26 1.13 -5.36
H -2.05 -2.61 -6.23
H -0.55 5.19 -1.18
H 2.85 -1.13 3.70
H 2.72 -2.36 -0.33
C 2.35 3.48 -0.75
P 0.08 -3.88 -2.14
O -0.53 0.77 1.61
S 4.29 0.89 -0.54
F 1.22 -4.09 -1.03
C 2.38 3.69 4.74
H 3.41 3.62 -0.59
H 5.15 -1.37 -0.26
H -0.90 -1.88 1.71
H 3.62 -3.38 3.05
C 2.58 0.97 -0.67
C -0.32 3.06 -1.14
H 0.72 -1.39 -5.10
C -2.96 1.20 5.97
C 3.59 2.72 2.90
C -2.84 -1.19 5.74
H -4.01 -1.34 -7.14
C 2.00 -0.28 -0.58
H -3.45 0.78 2.40
H -0.56 0.78 -6.88
C 0.14 4.37 -1.07
C 1.50 4.57 -0.88
C -2.82 1.51 1.90
C 2.63 1.74 2.78
H -3.57 -0.34 -3.63
C -0.09 -0.99 -5.72
H -2.74 -0.30 -2.08
O -1.98 0.21 0.08
H 4.45 2.72 2.23
H -4.27 -0.17 6.97
Cl -3.82 2.44 0.77
H -3.04 -1.85 -2.88
N -0.45 -0.17 -3.07
F -0.93 -4.76 -1.28
H 2.15 -4.86 1.73
H -1.37 2.85 -1.29
H -3.21 -2.18 5.99
H 0.42 -0.14 -3.60
H -1.30 -1.94 4.46
H 2.29 4.44 5.51
H -3.16 -2.16 -4.97
C 3.47 3.70 3.88
C 2.96 -1.31 -0.41
H 2.74 0.97 2.02
H 1.90 5.57 -0.83
C 0.10 -2.19 2.01
C -2.78 -0.80 -3.04
C -3.44 -0.07 6.29
C -3.17 -0.82 -6.66
H 0.59 2.70 5.32

Summary:
Charge   +1
E   -5641.40584 hartree
Spin multiplicity   6
Molar mass   917.9 g mol⁻¹
LUMO level (spin up / spin down)   -0.092 / -0.164 hartree
Maximum force   0.0072 hartree/bohr
Kohn-Sham gap (spin up / spin down)   8.45 / 6.61 eV
HOMO level (spin up / spin down)   -10.95 / -11.07 eV

(5)
The following is a quantum chemistry calculation of a molecular structure, C37H59NO4S5SiSn, from the Open Molecules 2025 dataset.

Element x y z (Å)
H -3.40 2.79 -2.52
H 1.22 4.46 5.09
H -1.34 3.91 -2.03
C 5.28 2.64 -0.46
H 4.26 1.12 5.54
H 0.78 -0.50 3.64
H 4.55 2.61 -1.27
H -3.04 -2.36 1.50
H 0.05 4.73 3.79
H 2.90 0.23 -4.43
H -2.72 2.43 2.91
H -1.43 -3.28 7.24
H -1.46 4.11 1.72
H -3.12 -4.60 4.12
C -2.59 -4.56 5.07
H 3.03 -1.71 5.47
H 3.98 0.27 -0.61
C 5.84 1.83 1.84
H 5.49 1.25 2.69
C 1.66 0.17 -2.69
C 3.48 4.37 3.71
C 1.23 -4.00 1.84
C 1.08 4.92 4.11
H 1.14 1.09 -2.93
C 3.00 -2.20 -2.07
H 3.75 5.38 4.02
O 3.55 2.27 1.11
H -3.32 -4.41 5.87
C -2.82 2.38 -1.69
H -3.76 0.39 0.32
H -4.27 -0.24 1.90
S -1.98 -1.95 -0.54
H -0.26 -4.41 6.55
H 2.74 2.03 5.50
H 1.06 5.28 1.42
C -3.48 -0.27 1.14
H 1.70 -5.88 2.79
H -3.50 2.05 -0.91
C 2.08 4.37 3.11
H 4.20 4.02 2.98
H 4.28 -0.30 1.04
C -1.56 -3.42 5.08
C 3.32 -1.49 -3.22
C -1.87 3.46 -1.19
C -2.31 -2.09 5.01
H 3.52 3.72 4.59
H -2.03 -1.97 -2.86
C 3.28 -1.24 4.52
O 3.10 0.72 3.20
H -0.33 2.84 2.21
H 0.82 -0.41 5.41
H 5.39 3.68 -0.12
Si 2.43 1.75 2.15
C -1.19 3.06 1.57
Sn 0.02 0.14 0.07
H 5.98 2.87 2.16
H 2.92 -1.85 3.70
S -1.90 0.93 -2.30
H 2.89 0.61 6.54
H 0.00 -2.67 6.39
C 1.62 -2.44 0.01
H 1.21 6.00 4.22
C 0.46 -2.83 1.88
H 3.52 -3.11 -1.82
H 0.71 1.08 4.45
H -2.96 -2.01 5.88
H -1.00 -1.72 2.95
C 1.10 -4.98 2.82
C 2.67 0.16 4.44
H 5.64 -0.09 -0.09
C 3.17 1.04 5.58
H -1.63 -1.24 5.02
H -3.21 2.34 1.22
C -3.30 -1.70 0.67
C -0.60 -3.60 3.91
S -0.52 2.90 -0.10
O 1.65 3.01 2.82
H -3.62 -2.37 -2.22
C 4.84 1.76 0.70
H -3.65 -0.22 -3.45
C -0.45 -2.64 2.92
C -0.76 -3.45 6.39
C 0.19 -4.77 3.83
H 2.68 4.67 1.07
H 6.81 1.45 1.51
C 2.65 -0.32 -3.53
H -4.06 0.05 -1.76
H 2.47 6.17 1.99
H -4.24 -2.07 0.24
C 2.07 5.18 1.81
C -2.38 2.19 1.90
H 0.08 -5.53 4.59
H 4.09 -1.87 -3.87
C 4.68 0.31 0.23
S -1.99 0.41 1.93
H -2.12 -5.53 5.23
C 1.37 -0.55 -1.55
N 0.71 -1.98 0.82
H -2.94 -2.04 4.12
C -3.27 -0.26 -2.43
C 1.14 0.07 4.49
H 6.25 2.30 -0.85
C -2.79 -1.67 -2.14
S 2.27 -3.97 0.45
C 2.00 -1.73 -1.21
H 4.37 -1.17 4.45
O 1.28 0.93 1.33
H -2.42 4.24 -0.67

Summary:
Charge   +2
E   -4295.50584 hartree
Molar mass   889.0 g mol⁻¹
LUMO level   -0.248 hartree
Maximum force   0.0392 hartree/bohr
Kohn-Sham gap   6.76 eV
HOMO level   -13.50 eV

(6)
The following is a quantum chemistry calculation of a molecular structure, C3H8AlNO6P, from the Open Molecules 2025 dataset.

Element x y z (Å)
H 29.49 16.42 10.23
O 26.74 7.71 9.11
O 27.67 8.23 11.42
O 28.12 9.91 9.65
C 29.54 15.03 8.08
H 28.83 12.67 8.74
H 30.40 15.69 8.26
H 28.81 15.58 7.47
C 28.68 15.69 10.29
O 25.67 8.93 13.29
H 28.67 15.36 11.33
P 27.19 8.78 10.04
H 24.75 9.01 13.56
O 25.94 9.51 10.70
Al 27.56 10.71 12.47
C 28.72 13.32 9.62
N 28.96 14.63 9.34
H 29.93 14.20 7.51
H 27.72 16.12 10.01
O 28.42 12.90 10.71

Summary:
Charge   -1
E   -1209.05917 hartree
Molar mass   212.1 g mol⁻¹
LUMO level   0.015 hartree
Maximum force   0.0402 hartree/bohr
Kohn-Sham gap   5.33 eV
HOMO level   -4.93 eV

(7)
The following is a quantum chemistry calculation of C3H7N3 in the gas phase, from the Open Molecules 2025 dataset.

Element x y z (Å)
N 0.38 -0.04 0.41
C -1.17 1.67 0.10
H 0.00 -2.14 -0.50
C -0.64 -1.15 -0.06
H -1.94 1.05 0.55
N -1.92 -0.91 0.09
H 2.23 -1.24 -0.22
H -2.37 -1.69 -0.04
C 1.95 -0.21 0.03
N -0.04 1.24 -0.12
H -1.27 2.71 -0.48
H 2.41 0.25 0.95
H 2.39 0.45 -0.72

Summary:
E   -282.61699 hartree
Molar mass   85.1 g mol⁻¹
LUMO level   0.037 hartree
Maximum force   0.1565 hartree/bohr
Kohn-Sham gap   9.82 eV
HOMO level   -8.82 eV